1.
DFT (ωB97M-V/def2-TZVPD) results for the molecule C7H9F2NO2.

Summary:
ΔE to the lowest compared entry with this formula, charge and spin	24.76	kcal/mol
SMILES	COC(=O)[C@]1(F)NC[C@@H]2C[C@@]21F
HOMO energy	-9.80	eV

Structure (ORCA input):
```
! wB97M-V def2-TZVPD RIJCOSX def2/J DEFGRID3
* xyz 0 1
C -0.97 0.07 0.89
C 0.52 -1.89 -1.09
C 1.58 0.51 -1.65
C 1.74 -0.93 -1.23
C 0.47 0.20 0.53
C 1.14 -1.11 0.08
C -2.82 1.31 1.64
N 0.51 1.00 -0.65
O -1.54 -0.97 1.09
O -1.54 1.28 1.11
F 1.15 0.84 1.58
F 1.85 -1.71 1.05
H -0.53 -1.83 -1.44
H 0.88 -2.91 -1.15
H 2.63 1.04 -1.72
H 1.07 0.81 -2.55
H 2.48 -1.59 -1.51
H -3.30 0.34 1.52
H -3.34 2.08 1.21
H -2.75 1.52 2.70
H 0.76 1.94 -0.41
*
```

Atom-resolved charges from natural (NBO), all expressed in e: 0.77 -0.43 -0.22 -0.28 0.35 0.33 -0.26 -0.62 -0.57 -0.50 -0.34 -0.31 0.24 0.23 0.20 0.21 0.24 0.21 0.19 0.18 0.39

2.
DFT (ωB97M-V/def2-TZVPD) results for a cluster of 2 separate species, C7H9F3N2O in total.

Summary:
ΔE to the lowest compared entry with this formula, charge and spin	79.88	kcal/mol
HOMO energy (spin up / spin down)	-8.40 / -8.40	eV

Structure (ORCA input):
```
! wB97M-V def2-TZVPD RIJCOSX def2/J DEFGRID3
* xyz 0 1
C -2.76 -0.28 -0.62
C -2.67 0.94 0.06
C -0.64 0.15 -0.36
C -0.84 2.42 0.70
C 0.95 -2.92 0.07
C 1.59 -0.71 -0.37
C 2.48 0.44 0.00
N -1.52 -0.74 -0.76
N -1.31 1.27 0.09
O 1.60 -1.71 0.48
F 2.30 0.98 1.24
F 2.36 1.47 -0.87
F 3.77 0.14 -0.08
H -3.66 -0.95 -0.63
H -3.40 1.77 0.09
H -0.41 3.26 0.13
H -1.72 2.85 1.21
H -0.02 2.20 1.43
H 0.13 -2.75 -0.56
H 0.56 -3.45 0.92
H 1.60 -3.38 -0.74
H 1.59 -0.99 -1.44
*
```

Atom-resolved charges from natural (NBO), all expressed in e: -0.09 -0.12 0.30 -0.40 -0.28 0.19 0.91 -0.57 -0.41 -0.47 -0.32 -0.32 -0.31 0.21 0.21 0.21 0.21 0.22 0.22 0.22 0.19 0.21

3.
DFT (ωB97M-V/def2-TZVPD) results for a structure of composition C7H9F3NO8PdS.

Summary:
ΔE to the lowest compared entry with this formula, charge and spin	1.37	kcal/mol
HOMO energy (spin up / spin down)	-6.31 / -6.46	eV

Structure (ORCA input):
```
! wB97M-V def2-TZVPD RIJCOSX def2/J DEFGRID3
* xyz -1 3
Pd 0.27 -0.27 -1.03
O -0.48 2.02 -1.53
C 0.05 2.77 -0.45
C -0.29 2.18 0.91
N -0.04 0.73 1.04
C 1.23 0.40 1.67
C 2.38 0.89 0.76
O 3.38 1.39 1.27
O 2.16 0.72 -0.49
C -1.21 0.07 1.62
C -2.36 0.09 0.56
O -3.51 0.23 0.96
O -1.96 -0.03 -0.65
H -1.36 1.68 -1.31
H -0.34 3.79 -0.47
H 1.12 2.80 -0.61
H -1.36 2.34 1.08
H 0.27 2.73 1.68
H 1.31 -0.68 1.74
H 1.33 0.84 2.67
H -1.55 0.57 2.53
H -0.97 -0.97 1.85
F -1.36 -3.96 -1.51
C -0.17 -3.52 -1.11
F -0.35 -2.84 0.04
F 0.59 -4.58 -0.81
S 0.69 -2.49 -2.44
O 1.02 -3.46 -3.43
O -0.31 -1.50 -2.84
O 1.81 -1.92 -1.70
*
```

Atom-resolved charges from natural (NBO), all expressed in e: 1.27 -0.73 -0.08 -0.27 -0.44 -0.34 0.76 -0.67 -0.75 -0.35 0.76 -0.67 -0.82 0.51 0.16 0.21 0.21 0.21 0.22 0.19 0.19 0.22 -0.31 0.70 -0.34 -0.32 2.31 -0.94 -0.96 -0.95

4.
DFT (ωB97M-V/def2-TZVPD) results for the ion C7H9FN with charge +1.

Summary:
ΔE to the lowest compared entry with this formula, charge and spin	110.81	kcal/mol
HOMO energy (spin up / spin down)	-13.08 / -13.08	eV

Structure (ORCA input):
```
! wB97M-V def2-TZVPD RIJCOSX def2/J DEFGRID3
* xyz 1 1
C -0.97 1.32 -0.70
C -2.03 0.40 -0.67
C 0.37 1.21 -0.37
C -2.04 -0.68 0.01
C 1.20 -0.94 -0.77
C -2.26 -1.69 0.76
C 2.25 0.48 0.79
N 1.18 0.17 -0.09
F 2.27 -1.78 -0.75
H -1.31 2.38 -1.00
H -2.99 0.54 -1.19
H 0.85 2.10 -0.03
H -2.70 -1.37 1.66
H -2.08 -2.71 0.62
H 0.44 -1.23 -1.56
H 2.00 1.12 1.66
H 2.67 -0.34 1.38
H 3.16 1.02 0.23
*
```

Atom-resolved charges from natural (NBO), all expressed in e: -0.08 -0.41 -0.12 0.18 0.62 -0.46 -0.48 -0.31 -0.26 0.26 0.27 0.24 0.25 0.25 0.24 0.27 0.27 0.27

5.
DFT (ωB97M-V/def2-TZVPD) results for the molecule C7H9FO.

Summary:
ΔE to the lowest compared entry with this formula, charge and spin	57.45	kcal/mol
HOMO energy	-8.30	eV

Structure (ORCA input):
```
! wB97M-V def2-TZVPD RIJCOSX def2/J DEFGRID3
* xyz 0 1
C 1.68 -1.38 0.11
C 0.47 -1.87 -0.19
C 1.76 0.00 0.19
C -0.61 -0.91 -0.49
C -0.32 0.52 0.01
C -0.81 0.80 1.37
C -0.50 1.55 -1.01
O 2.67 0.78 0.24
F -1.79 -1.47 0.06
H 2.53 -2.08 0.24
H 0.24 -3.01 -0.19
H -0.91 -0.96 -1.58
H -0.18 1.50 2.05
H -0.77 -0.27 1.83
H -1.89 1.24 1.25
H -1.51 1.50 -1.38
H 0.16 1.56 -1.88
H -0.22 2.52 -0.63
*
```

Atom-resolved charges from natural (NBO), all expressed in e: -0.39 -0.06 0.60 0.11 -0.07 -0.65 -0.66 -0.51 -0.38 0.24 0.24 0.20 0.23 0.22 0.22 0.21 0.23 0.23

6.
DFT (ωB97M-V/def2-TZVPD) results for a cluster of 2 separate species, C7H9N in total.

Summary:
ΔE to the lowest compared entry with this formula, charge and spin	260.66	kcal/mol
HOMO energy	-8.16	eV

Structure (ORCA input):
```
! wB97M-V def2-TZVPD RIJCOSX def2/J DEFGRID3
* xyz 0 1
C -2.75 0.04 -0.50
C -1.74 -0.50 0.14
C -0.33 -0.68 0.82
C 0.73 -1.54 0.06
C 1.64 -0.58 -0.80
C 0.66 0.82 -0.72
C 0.58 0.57 0.83
H -3.79 1.04 -0.66
H -0.72 -1.04 1.88
H 1.29 -2.12 0.71
H 0.07 -2.34 -0.38
H 2.54 -0.43 -0.35
H 1.41 -1.21 -1.70
H -0.33 0.81 -1.42
H 0.08 2.62 0.15
H 1.80 0.38 0.95
N 0.71 1.93 0.28
*
```

Atom-resolved charges from natural (NBO), all expressed in e: -0.31 -0.06 -0.29 -0.42 -0.41 -0.10 -0.10 0.32 0.25 0.22 0.22 0.21 0.24 0.22 0.37 0.21 -0.58

7.
DFT (ωB97M-V/def2-TZVPD) results for the molecule C7H9N.

Summary:
ΔE to the lowest compared entry with this formula, charge and spin	57.36	kcal/mol
SMILES	CNc1ccccc1
HOMO energy	-8.04	eV

Structure (ORCA input):
```
! wB97M-V def2-TZVPD RIJCOSX def2/J DEFGRID3
* xyz 0 1
C -1.87 -1.98 0.85
C -0.17 -0.21 0.51
C -0.31 -0.36 -0.97
C 0.39 0.51 -1.81
C 1.31 1.43 -1.23
C 1.35 1.61 0.09
C 0.66 0.78 0.89
H -2.48 -1.47 0.24
H -1.42 -2.79 0.02
H -2.12 -2.46 1.64
H -0.16 -1.39 1.98
H -0.89 -1.13 -1.16
H 0.16 0.54 -2.89
H 1.97 1.98 -2.00
H 2.07 2.23 0.51
H 0.68 0.94 2.09
N -0.86 -1.02 1.38
*
```

Atom-resolved charges from natural (NBO), all expressed in e: -0.36 0.16 -0.25 -0.20 -0.23 -0.23 -0.22 0.20 0.14 0.20 0.38 0.19 0.22 0.21 0.22 0.19 -0.60

8.
DFT (ωB97M-V/def2-TZVPD) results for a structure of composition C7H9N.

Summary:
ΔE to the lowest compared entry with this formula, charge and spin	125.80	kcal/mol
HOMO energy	-8.48	eV

Structure (ORCA input):
```
! wB97M-V def2-TZVPD RIJCOSX def2/J DEFGRID3
* xyz 0 1
C 2.61 0.29 -0.12
C 1.42 0.82 0.26
C 0.07 0.12 -0.03
C -0.29 -0.99 1.03
C -1.05 -1.60 -0.05
C -0.92 1.18 -0.07
C -1.93 1.75 -0.04
H 3.54 0.91 -0.02
H 2.88 -0.66 -0.59
H 1.27 1.91 0.38
H 0.58 -1.56 1.24
H -0.66 -0.76 2.08
H -2.08 -1.17 -0.11
H -1.16 -2.71 -0.19
H 0.35 -1.23 -1.71
H -2.84 2.25 -0.37
N -0.20 -0.92 -0.94
*
```

Atom-resolved charges from natural (NBO), all expressed in e: -0.39 -0.18 -0.02 -0.35 -0.21 -0.01 -0.24 0.20 0.20 0.23 0.21 0.20 0.17 0.19 0.40 0.24 -0.64

9.
DFT (ωB97M-V/def2-TZVPD) results for the molecule C7H9N.

Summary:
ΔE to the lowest compared entry with this formula, charge and spin	132.82	kcal/mol
SMILES	C1=C[C@H]2NC[C@H]3[C@@H]1[C@H]32
HOMO energy	-8.74	eV

Structure (ORCA input):
```
! wB97M-V def2-TZVPD RIJCOSX def2/J DEFGRID3
* xyz 0 1
C 0.34 1.33 0.21
C 0.63 -0.76 0.84
C 0.89 -1.06 -0.68
C -0.02 -0.54 -1.57
C -1.29 -0.43 -0.74
C -0.98 0.67 0.09
C -0.95 -0.54 0.82
H 0.69 1.12 -0.74
H 0.44 2.42 0.41
H 1.93 0.61 1.35
H 0.75 -1.49 1.66
H 1.87 -1.05 -1.34
H 0.16 -0.47 -2.61
H -2.21 -0.45 -1.20
H -1.86 1.19 0.30
H -1.34 -1.11 1.84
N 0.94 0.58 1.35
*
```

Atom-resolved charges from natural (NBO), all expressed in e: -0.26 -0.13 -0.24 -0.19 -0.25 -0.28 -0.18 0.19 0.21 0.35 0.22 0.20 0.23 0.22 0.23 0.26 -0.57

10.
DFT (ωB97M-V/def2-TZVPD) results for a structure of composition C7H9N.

Summary:
ΔE to the lowest compared entry with this formula, charge and spin	384.86	kcal/mol
HOMO energy	-7.17	eV

Structure (ORCA input):
```
! wB97M-V def2-TZVPD RIJCOSX def2/J DEFGRID3
* xyz 0 1
C 1.94 0.15 0.01
C 1.19 -1.02 -0.32
C -1.06 -1.06 -0.23
C -2.06 0.10 0.02
C 0.84 1.59 0.19
C -0.14 0.79 -0.35
C 0.03 -0.47 0.40
H 3.08 0.22 -0.65
H 2.24 0.17 1.26
H 1.66 -1.89 -0.03
H -1.39 -2.09 0.04
H -2.64 -0.28 0.92
H -3.05 0.10 -0.80
H 0.85 2.39 -0.54
H -0.09 0.55 -1.42
H -0.10 -0.46 1.44
N -1.30 1.20 0.06
*
```

Atom-resolved charges from natural (NBO), all expressed in e: -0.55 -0.13 0.02 -0.31 -0.16 -0.27 -0.39 0.20 0.32 0.20 0.20 0.28 0.22 0.20 0.33 0.24 -0.40

11.
DFT (ωB97M-V/def2-TZVPD) results for the molecule C7H9N.

Summary:
ΔE to the lowest compared entry with this formula, charge and spin	190.53	kcal/mol
HOMO energy	-6.65	eV

Structure (ORCA input):
```
! wB97M-V def2-TZVPD RIJCOSX def2/J DEFGRID3
* xyz 0 1
C -0.79 -0.99 -0.54
C -2.10 -0.94 0.08
N -1.76 0.26 0.98
C -0.63 0.63 0.22
C 0.39 -0.41 0.04
C 1.73 -0.16 0.30
C 2.90 -0.84 0.47
C -0.85 1.58 -0.95
H -0.61 -1.36 -1.55
H -2.49 -1.75 0.69
H -1.46 0.08 1.94
H 1.90 0.84 0.72
H 3.77 -0.27 0.75
H 2.97 -1.91 0.64
H -1.77 1.21 -1.40
H -0.17 1.44 -1.80
H -1.04 2.61 -0.60
*
```

Atom-resolved charges from natural (NBO), all expressed in e: -0.20 -0.27 -0.65 0.38 -0.10 -0.25 -0.34 -0.69 0.23 0.21 0.36 0.20 0.20 0.20 0.26 0.23 0.24

12.
DFT (ωB97M-V/def2-TZVPD) results for a structure of composition C7H9N.

Summary:
ΔE to the lowest compared entry with this formula, charge and spin	141.33	kcal/mol
HOMO energy (spin up / spin down)	-6.76 / -6.81	eV

Structure (ORCA input):
```
! wB97M-V def2-TZVPD RIJCOSX def2/J DEFGRID3
* xyz 0 1
C -2.43 0.82 -0.23
C -1.58 -0.16 -0.52
C 2.32 0.43 -0.51
C -1.29 1.78 0.10
C -0.41 0.61 -0.20
C -1.62 -1.59 -0.65
C 3.64 0.08 0.19
N 1.02 0.43 -0.31
H -3.57 0.84 -0.07
H -1.28 2.66 -0.60
H -1.24 2.03 1.15
H -1.16 -2.08 0.14
H -1.01 -1.90 -1.46
H -2.67 -1.91 -0.64
H 4.20 0.96 -0.02
H 3.93 -0.88 -0.14
H 3.64 -0.14 1.36
*
```

Atom-resolved charges from natural (NBO), all expressed in e: -0.19 -0.03 0.24 -0.44 0.10 -0.65 -0.70 -0.35 0.22 0.21 0.21 0.23 0.23 0.22 0.25 0.25 0.20

What did we get for energy? Answer: -18422.959; -20580.882; -47744.391; -11601.240; -12166.953; -8883.853; -8892.669; -8889.701; -8889.397; -8878.467; -8886.894; -8889.028 eV, in the order shown.
What did we get for max |F|? Answer: 2.68; 3.42; 2.09; 5.64; 4.87; 6.72; 8.57; 6.04; 6.38; 8.68; 4.54; 6.47 eV Å⁻¹, in the order shown.